The following is a DFT calculation (wB97M-V/def2-TZVPD) of a molecular structure, Br2NO2S in a non-equilibrium geometry.

The calculation puts the HOMO energy (alpha / beta) at -4.6 / -4.6 eV. The molar mass comes out at 237.9 g mol⁻¹. As for the relative energy (zero: lowest compared OMol25 entry of this formula, charge and spin): 17.1 kcal per mole. The charge is -1.

Positions of all 6 atoms, in Å:
N 1.140 0.787 -0.327
O -0.734 0.128 1.367
O -0.736 -0.877 -0.878
S 0.047 -0.536 0.313
Br 2.339 1.226 0.940
Br -0.336 2.374 -0.803

The following is a DFT calculation (wB97M-V/def2-TZVPD) of a molecular structure, Br3Cl2V in a non-equilibrium geometry.

The calculation puts the HOMO energy (alpha / beta) at -2.1 / -2.1 eV. As for the spin multiplicity: 3. The molar mass comes out at 361.6 g mol⁻¹. The charge is -2.

Positions of all 6 atoms, in Å:
V -0.037 -0.157 0.089
Br -0.996 -2.565 -0.543
Br -2.406 0.859 1.136
Br 1.367 2.089 1.306
Cl -0.381 0.994 -1.940
Cl 2.452 -1.221 -0.048

The following is a DFT calculation (wB97M-V/def2-TZVPD) of a molecular structure, BrCa.

The calculation puts the HOMO energy at -14.6 eV. The molar mass comes out at 120.0 g mol⁻¹. As for the relative energy (zero: lowest compared OMol25 entry of this formula, charge and spin): 0.0 kcal per mole. The charge is +1.

Positions of all 2 atoms, in Å:
Ca -0.766 0.550 1.409
Br -1.799 2.499 2.443

The following is a DFT calculation (wB97M-V/def2-TZVPD) of a molecular structure, BrCa5O12P3Zn in a non-equilibrium geometry.

The calculation puts the HOMO energy at -11.9 eV. The molar mass comes out at 630.6 g mol⁻¹. The charge is +2.

Positions of all 22 atoms, in Å:
Ca 0.450 2.680 -1.133
Ca -0.275 -2.973 1.052
Ca 2.238 -0.411 1.751
Ca -3.730 1.487 2.663
Ca -2.525 0.219 -1.240
Zn -0.189 2.386 3.177
P 2.614 -3.719 0.705
O 3.096 -3.588 -0.694
O 1.323 -4.579 0.959
O 2.028 -2.416 1.294
O 3.487 -4.565 1.668
P -1.261 1.552 -3.666
O 0.054 0.797 -3.843
O -1.547 2.431 -4.910
O -1.111 2.585 -2.573
O -2.406 0.606 -3.382
P -0.563 0.577 1.355
O -0.858 1.096 -0.102
O 0.740 1.320 1.823
O -0.007 -0.806 1.369
O -1.540 1.138 2.489
Br -0.017 4.182 1.236

The following is a DFT calculation (wB97M-V/def2-TZVPD) of a molecular structure, BrCl4IMnO16 in a non-equilibrium geometry.

The calculation puts the HOMO energy (alpha / beta) at 2.2 / 2.2 eV. As for the spin multiplicity: 6. The molar mass comes out at 659.5 g mol⁻¹. The charge is -4.

Positions of all 23 atoms, in Å:
Mn -4.524 11.470 -29.128
I -3.051 12.298 -26.885
Br -6.058 10.195 -30.905
Cl -5.980 8.742 -26.284
O -4.670 8.495 -25.778
O -5.839 9.409 -27.420
O -6.400 7.347 -26.223
O -6.428 9.670 -25.330
Cl -1.461 9.693 -30.576
O -1.009 8.566 -29.898
O -1.810 9.326 -31.958
O -2.790 9.882 -30.054
O -0.584 10.832 -30.515
Cl -3.277 14.298 -31.454
O -2.457 13.694 -32.484
O -3.489 13.471 -30.345
O -2.348 15.331 -31.170
O -4.449 14.779 -32.085
Cl -7.479 13.605 -28.127
O -8.739 13.580 -28.841
O -6.946 14.812 -28.315
O -7.743 13.262 -26.839
O -6.421 12.769 -28.543

The following is a DFT calculation (wB97M-V/def2-TZVPD) of 2 unconnected molecules or ions with the total composition BrClFHSi in a non-equilibrium geometry.

The calculation puts the HOMO energy at -10.2 eV. The molar mass comes out at 163.4 g mol⁻¹. As for the relative energy (zero: lowest compared OMol25 entry of this formula, charge and spin): 52.8 kcal per mole. The charge is 0.

Positions of all 5 atoms, in Å:
F -1.238 0.930 0.038
Si -0.640 0.133 -1.253
Cl 2.765 -0.387 1.504
Br -2.576 -0.861 -1.746
H 1.690 0.185 1.457

The following is a DFT calculation (wB97M-V/def2-TZVPD) of 2 unconnected molecules or ions with the total composition BrClH2O2Si in a non-equilibrium geometry.

The calculation puts the HOMO energy at -10.6 eV. The molar mass comes out at 177.5 g mol⁻¹. As for the relative energy (zero: lowest compared OMol25 entry of this formula, charge and spin): 71.7 kcal per mole. The charge is 0.

Positions of all 7 atoms, in Å:
O -1.164 -0.744 -1.941
O -0.778 -1.140 0.776
Si -1.502 -0.556 -0.482
Cl 0.170 2.123 0.303
Br -3.417 0.365 0.105
H 0.775 1.254 -0.241
H -0.069 -0.931 1.434

The following is a DFT calculation (wB97M-V/def2-TZVPD) of BrClH4Si2 in the gas phase in a non-equilibrium geometry.

The calculation puts the HOMO energy at -10.2 eV. The molar mass comes out at 175.6 g mol⁻¹. As for the relative energy (zero: lowest compared OMol25 entry of this formula, charge and spin): 39.1 kcal per mole. The charge is 0.

Positions of all 8 atoms, in Å:
Si 1.215 -0.242 0.426
Si -0.931 0.107 -0.620
Cl -1.535 2.551 -0.026
Br -2.657 -0.892 0.174
H 1.981 0.650 1.353
H 0.821 -1.538 1.141
H 2.230 -0.879 -0.381
H -1.125 0.242 -2.067

The following is a DFT calculation (wB97M-V/def2-TZVPD) of 2 unconnected molecules or ions with the total composition BrFO2S in a non-equilibrium geometry.

The calculation puts the HOMO energy (alpha / beta) at -10.5 / -10.4 eV. The molar mass comes out at 163.0 g mol⁻¹. As for the relative energy (zero: lowest compared OMol25 entry of this formula, charge and spin): 119.6 kcal per mole. The charge is 0.

Positions of all 5 atoms, in Å:
O 0.170 1.110 -1.191
O -0.305 1.532 1.184
F -0.171 -2.523 -0.186
S -0.296 0.631 0.080
Br -2.288 -0.478 0.011

The following is a DFT calculation (wB97M-V/def2-TZVPD) of 7 unconnected molecules or ions with the total composition BrH12O6.

The calculation puts the HOMO energy at -6.0 eV. The molar mass comes out at 188.0 g mol⁻¹. As for the relative energy (zero: lowest compared OMol25 entry of this formula, charge and spin): 5.6 kcal per mole. The charge is -1.

Positions of all 19 atoms, in Å:
Br -0.533 -0.033 -0.075
O 2.662 1.453 0.008
H 2.588 2.138 -0.663
H 1.868 0.911 -0.136
O -1.190 0.633 3.274
H -2.138 0.743 3.153
H -0.895 0.276 2.415
O 1.785 -1.317 2.217
H 1.230 -1.092 1.450
H 2.597 -1.652 1.827
O 0.354 -1.304 -3.186
H -0.488 -1.319 -3.649
H 0.112 -0.992 -2.294
O -0.501 3.536 0.065
H -0.825 2.633 -0.072
H 0.137 3.425 0.777
O -2.046 -2.933 -1.926
H -1.752 -2.434 -1.147
H -2.965 -2.671 -2.037